<1>
15
Properties=species:S:1:pos:R:3 method="wB97M-V/def2-TZVPD" homo_lumo_gap_ha=0.232 charge=-1 smiles="CN(C=O)CC[O-]" e_homo_ev=-2.6 lumo_energy_ev=3.7
C 0.24 -1.14 -1.20
N -0.09 -0.02 -0.56
C -0.87 0.95 -1.36
C 0.47 0.51 0.68
C 0.34 -0.50 1.86
O 0.80 0.00 3.02
O -0.08 -1.39 -2.37
H 0.76 -1.93 -0.65
H -1.48 0.50 -2.14
H -1.53 1.27 -0.55
H -0.27 1.75 -1.79
H 1.55 0.72 0.65
H 0.06 1.48 0.95
H 0.88 -1.44 1.61
H -0.77 -0.75 1.85

=====

<2>
15
Properties=species:S:1:pos:R:3 method="wB97M-V/def2-TZVPD" homo_lumo_gap_ha=0.286 charge=-1 smiles="CCNCC(=O)[O-]" e_homo_ev=-3.6 lumo_energy_ev=4.2
C -1.69 0.04 0.13
C -0.55 0.05 1.14
N 0.69 0.79 0.75
C 1.65 0.07 -0.15
C 0.87 -0.53 -1.41
O 0.74 0.28 -2.36
O 0.57 -1.73 -1.31
H -1.99 -0.98 -0.15
H -1.36 0.43 -0.84
H -2.60 0.48 0.52
H -0.77 0.51 2.10
H -0.31 -0.97 1.46
H 0.26 1.49 0.14
H 2.08 -0.69 0.50
H 2.41 0.75 -0.53

=====

Which one sits at the bottom of the stability order? <1> does.

=====

<1>
9
Properties=species:S:1:pos:R:3 method="wB97M-V/def2-TZVPD" homo_lumo_gap_ha=0.267 smiles="S=CN(S)C=S" e_homo_ev=-8.0 lumo_energy_ev=-0.7
C 0.39 1.25 0.03
C 0.45 -1.33 -0.14
H -2.07 -0.09 1.08
H -0.44 1.97 -0.16
H -0.29 -2.03 -0.36
N -0.15 -0.05 -0.02
S -1.85 0.09 -0.20
S 1.97 1.67 -0.14
S 2.00 -1.48 -0.09

=====

<2>
9
Properties=species:S:1:pos:R:3 method="wB97M-V/def2-TZVPD" homo_lumo_gap_ha=0.252 e_homo_ev=-8.6 lumo_energy_ev=-1.7
C -1.02 -0.26 -0.05
C -1.32 1.10 -0.01
N 0.18 -0.79 -0.05
S 0.02 2.15 0.08
S 2.86 -1.28 0.24
S 1.59 0.35 0.01
H -1.95 -0.80 -0.03
H -2.33 1.60 0.20
H 1.97 -2.07 -0.40

=====

Which one sits at the bottom of the stability order? <2> does.

=====

<1>
14
Properties=species:S:1:pos:R:3 method="wB97M-V/def2-TZVPD" homo_lumo_gap_ha=0.273 e_homo_ev=-8.4 lumo_energy_ev=-0.9
C -1.05 0.54 2.31
C -1.11 0.41 1.10
C -0.61 -1.32 -0.59
C 0.99 1.07 -1.08
C -1.06 0.04 -0.26
O 2.46 0.86 1.06
S 1.17 -1.74 -0.05
S 2.23 0.20 -0.19
H -1.04 0.44 3.28
H -1.00 -2.17 0.13
H -0.81 -1.57 -1.57
H 1.04 0.85 -2.14
H 0.70 2.12 -1.01
H -1.91 0.28 -1.00

=====

<2>
14
Properties=species:S:1:pos:R:3 method="wB97M-V/def2-TZVPD" homo_lumo_gap_ha=0.336 smiles="C[C@H]1SC(=O)[C@H]2S[C@@H]21" e_homo_ev=-9.5 lumo_energy_ev=-0.4
C -0.14 1.98 -0.24
C -0.29 0.61 0.43
C -0.87 -1.86 -0.13
C 0.54 -1.57 0.27
C 0.82 -0.24 -0.30
H 0.78 2.44 0.32
H -1.16 2.78 -0.09
H 0.42 1.77 -1.43
H -0.49 0.73 1.56
H 0.76 -1.59 1.35
H 0.52 -0.45 -1.34
O -1.59 -2.95 -0.19
S -1.64 -0.40 -0.10
S 2.33 -1.24 -0.11

=====

Which one sits at the bottom of the stability order? <1> does.

=====

<1>
13
Properties=species:S:1:pos:R:3 method="wB97M-V/def2-TZVPD" s2=2.0266 homo_lumo_gap_ha="0.229 / 0.292" e_homo_ev="-5.7 / -10.5" spin_multiplicity=3 lumo_energy_ev="0.6 / -2.5"
C -0.61 -0.91 0.05
C 0.65 -0.68 -0.20
C -2.85 0.09 -0.12
C 2.80 0.11 0.27
N -1.60 -0.17 -0.67
N 1.84 -0.51 -0.52
N -2.15 1.27 -0.11
O -3.92 -0.29 0.15
H -1.00 -1.59 0.79
H 2.55 -0.09 1.38
H 2.77 1.19 -0.14
H 3.83 -0.33 0.00
H -2.33 1.91 -0.88

=====

<2>
13
Properties=species:S:1:pos:R:3 method="wB97M-V/def2-TZVPD" s2=2.0121 homo_lumo_gap_ha="0.305 / 0.270" e_homo_ev="-7.6 / -8.4" spin_multiplicity=3 lumo_energy_ev="0.6 / -1.1"
C -2.20 -0.47 -0.03
C -0.10 0.13 0.11
C -0.27 -1.21 -0.01
C 1.25 0.74 0.27
N -1.53 -1.60 -0.08
N -1.38 0.61 0.07
N 2.17 -0.27 -0.25
O 1.86 -1.49 0.12
H -3.27 -0.40 -0.09
H 1.38 1.68 -0.27
H 1.48 0.90 1.33
H -1.66 1.58 0.11
H 2.27 -0.19 -1.27

=====

Which one sits at the bottom of the stability order? <1> does.

=====

<1>
97
Properties=species:S:1:pos:R:3 method="wB97M-V/def2-TZVPD" homo_lumo_gap_ha=0.315 smiles=COC[C@H](C)N.COC[C@H](C)N.COC[C@H](C)N.COC[C@H](C)N.COC[C@H](C)N.O.O.O.O e_homo_ev=-8.6 lumo_energy_ev=0.0
O 12.50 1.75 -1.78
H 13.04 1.29 -1.12
H 13.14 2.10 -2.42
O 9.78 1.64 -2.44
H 9.30 1.44 -1.62
H 10.72 1.72 -2.16
O 8.11 2.28 -4.97
H 8.63 1.77 -4.32
H 8.27 3.21 -4.73
O 8.27 1.63 0.24
H 9.10 1.23 0.57
H 7.89 2.10 1.00
C 11.63 2.82 2.42
C 11.41 1.56 3.25
C 11.50 0.30 2.40
O 10.47 0.32 1.42
C 10.49 -0.85 0.62
N 12.41 1.41 4.32
H 11.46 3.68 3.08
H 10.90 2.88 1.61
H 12.64 2.94 2.03
H 10.44 1.70 3.74
H 11.39 -0.58 3.03
H 12.49 0.30 1.92
H 9.64 -0.78 -0.06
H 10.33 -1.74 1.25
H 11.41 -1.04 0.07
H 12.46 2.32 4.78
H 13.35 1.33 3.93
C 9.11 6.88 -2.92
C 9.96 5.60 -2.87
C 10.55 5.29 -1.48
O 11.42 6.36 -1.17
C 12.02 6.29 0.11
N 9.03 4.53 -3.27
H 9.06 7.12 -3.98
H 9.50 7.70 -2.31
H 8.08 6.74 -2.61
H 10.76 5.68 -3.61
H 11.09 4.34 -1.54
H 9.72 5.19 -0.77
H 11.35 5.99 0.93
H 12.41 7.28 0.33
H 12.84 5.55 0.03
H 9.48 3.61 -3.16
H 8.37 4.42 -2.50
C 11.70 3.17 -4.88
C 11.29 4.28 -5.84
C 12.43 5.31 -5.93
O 12.08 6.49 -6.63
C 10.93 7.20 -6.18
N 11.10 3.75 -7.20
H 11.97 3.50 -3.88
H 12.65 2.81 -5.29
H 11.01 2.33 -4.91
H 10.36 4.75 -5.49
H 13.27 4.91 -6.50
H 12.75 5.53 -4.91
H 11.08 7.54 -5.15
H 10.07 6.55 -6.32
H 10.82 8.10 -6.78
H 10.17 3.36 -7.30
H 11.07 4.58 -7.80
C 9.14 -2.03 -2.79
C 7.87 -2.48 -2.05
C 6.69 -2.58 -3.03
O 6.38 -1.28 -3.54
C 5.13 -1.31 -4.20
N 8.13 -3.77 -1.42
H 10.01 -2.20 -2.15
H 9.07 -0.98 -3.10
H 9.38 -2.68 -3.64
H 7.63 -1.67 -1.35
H 5.82 -3.02 -2.53
H 7.00 -3.20 -3.88
H 4.33 -1.55 -3.50
H 5.13 -1.93 -5.09
H 4.94 -0.27 -4.51
H 7.34 -4.03 -0.83
H 8.05 -4.46 -2.17
C 4.83 -0.42 -0.23
C 4.65 0.86 -1.11
C 4.32 2.01 -0.17
O 3.06 1.85 0.48
C 1.93 1.77 -0.36
N 5.91 1.16 -1.81
H 5.60 -0.25 0.52
H 5.20 -1.25 -0.83
H 3.87 -0.66 0.23
H 3.83 0.80 -1.82
H 4.34 2.95 -0.72
H 5.01 2.09 0.67
H 2.01 0.92 -1.05
H 1.90 2.68 -0.97
H 1.02 1.61 0.20
H 6.25 0.33 -2.30
H 6.62 1.34 -1.10

=====

<2>
97
Properties=species:S:1:pos:R:3 method="wB97M-V/def2-TZVPD" homo_lumo_gap_ha=0.337 smiles=COC[C@H](C)N.COC[C@H](C)N.COC[C@H](C)N.COC[C@H](C)N.COC[C@H](C)N.O.O.O.O e_homo_ev=-8.7 lumo_energy_ev=0.5
C -1.72 -0.45 -6.10
C -1.91 0.18 -4.68
C -3.36 0.59 -4.61
O -3.89 0.89 -3.34
C -3.65 2.23 -2.84
N -1.57 -0.79 -3.69
H -2.41 -1.25 -6.39
H -0.68 -0.74 -6.37
H -2.02 0.35 -6.82
H -1.23 1.01 -4.62
H -4.04 -0.28 -4.98
H -3.54 1.39 -5.27
H -3.83 2.99 -3.56
H -2.64 2.41 -2.39
H -4.32 2.32 -1.98
H -1.73 -1.70 -4.11
H -0.55 -0.72 -3.56
C 1.46 1.84 3.96
C 0.57 0.58 3.74
C -0.88 0.95 4.19
O -1.80 -0.13 4.13
C -2.97 0.18 4.85
N 0.65 0.16 2.36
H 1.13 2.62 3.29
H 2.41 1.71 3.57
H 1.38 2.21 4.99
H 0.95 -0.17 4.42
H -1.23 1.86 3.54
H -0.80 1.32 5.20
H -3.48 1.07 4.53
H -2.81 0.36 5.94
H -3.65 -0.68 4.70
H 0.21 0.96 1.87
H 0.06 -0.70 2.20
C -1.82 -4.11 1.16
C -2.05 -3.19 2.27
C -1.03 -3.35 3.34
O 0.28 -2.94 2.98
C 1.18 -3.16 4.04
N -2.02 -1.75 1.78
H -0.79 -3.99 0.92
H -2.52 -3.92 0.26
H -1.85 -5.16 1.43
H -3.08 -3.42 2.75
H -1.03 -4.35 3.69
H -1.25 -2.82 4.24
H 1.02 -4.16 4.55
H 1.12 -2.41 4.80
H 2.21 -3.17 3.73
H -2.25 -1.22 2.58
H -2.72 -1.64 1.03
C 1.93 3.59 -2.38
C 2.47 3.09 -1.05
C 2.01 3.95 0.08
O 2.55 5.28 -0.13
C 3.01 5.89 1.06
N 2.09 1.74 -0.74
H 0.83 3.71 -2.40
H 2.30 3.08 -3.30
H 2.40 4.52 -2.45
H 3.62 3.11 -1.06
H 2.38 3.53 1.00
H 0.90 4.05 0.15
H 2.24 6.10 1.75
H 3.47 6.83 0.68
H 3.87 5.41 1.52
H 1.98 1.05 -1.47
H 2.78 1.33 -0.07
C 1.60 -3.12 -0.37
C 1.87 -1.83 -1.06
C 2.24 -2.03 -2.49
O 3.19 -3.09 -2.57
C 3.67 -3.27 -3.90
N 0.76 -0.93 -0.90
H 1.18 -2.92 0.65
H 2.48 -3.80 -0.22
H 0.88 -3.76 -0.87
H 2.70 -1.42 -0.56
H 2.69 -1.15 -3.00
H 1.33 -2.22 -3.01
H 2.89 -3.30 -4.67
H 4.04 -4.30 -3.87
H 4.45 -2.58 -4.19
H -0.09 -1.51 -0.97
H 0.72 -0.51 0.02
O -2.88 -0.24 -0.92
H -2.56 -0.51 -1.80
H -3.85 -0.08 -1.09
O -0.65 1.71 -0.06
H -1.17 1.07 -0.52
H 0.24 1.56 -0.45
O 3.61 -0.14 1.83
H 3.93 -0.71 1.20
H 2.66 -0.26 1.92
O -2.85 1.91 1.36
H -2.18 2.17 0.65
H -3.25 1.17 0.91

=====

Which one sits at the bottom of the stability order? <2> does.

=====

<1>
16
Properties=species:S:1:pos:R:3 method="wB97M-V/def2-TZVPD" homo_lumo_gap_ha=0.374 smiles=O[C@H]1CN[C@@H]2[C@@H](F)[C@@H]21 e_homo_ev=-9.3 lumo_energy_ev=0.8
C 0.89 -0.57 0.29
C 1.23 0.89 0.06
C -1.01 0.65 -0.65
C -1.68 -0.23 0.33
C -0.48 -0.74 -0.37
H 1.77 -2.25 -0.03
H 0.77 -0.82 1.38
H 1.81 1.34 0.85
H 1.83 0.96 -0.86
H -0.38 2.03 0.73
H -1.49 0.85 -1.58
H -1.65 -0.04 1.42
H -0.57 -1.55 -1.12
N -0.07 1.63 -0.15
O 1.90 -1.35 -0.28
F -2.88 -0.79 -0.01

=====

<2>
16
Properties=species:S:1:pos:R:3 method="wB97M-V/def2-TZVPD" homo_lumo_gap_ha=0.347 e_homo_ev=-9.0 lumo_energy_ev=0.4
C -0.49 -1.87 -0.08
C -4.22 -0.45 -0.18
C 1.51 0.66 0.12
C 0.64 -1.49 -0.64
C 0.98 -0.10 -1.03
N -3.59 -0.57 0.92
O -1.45 -2.33 0.39
F -3.93 0.82 -0.73
H 2.41 0.32 0.49
H 0.82 0.68 0.91
H 1.62 1.67 -0.24
H -3.60 -1.41 1.59
H 1.32 -2.21 -1.12
H 0.13 0.61 -1.47
H 1.75 -0.28 -1.80
H -2.92 0.15 1.22

=====

Which one sits at the bottom of the stability order? <2> does.

=====

<1>
11
Properties=species:S:1:pos:R:3 method="wB97M-V/def2-TZVPD" homo_lumo_gap_ha=0.347 e_homo_ev=-9.6 lumo_energy_ev=-0.2
C -2.33 0.30 -0.12
C -0.07 -0.30 -0.03
H -2.03 1.42 -0.15
H 2.94 -0.05 0.48
H 1.12 -1.85 -0.26
N -1.22 -0.72 -0.14
N 0.30 1.08 0.04
N 1.55 1.14 0.01
N 2.14 -0.11 -0.15
N 1.06 -1.01 0.20
O -3.46 0.11 0.13

=====

<2>
11
Properties=species:S:1:pos:R:3 method="wB97M-V/def2-TZVPD" homo_lumo_gap_ha=0.313 smiles="N/N=c1/cnonn1" e_homo_ev=-9.3 lumo_energy_ev=-0.8
C 0.22 0.43 -0.33
C 0.15 -0.39 -1.42
H 0.02 3.33 0.73
H -0.33 2.02 1.65
H 0.13 -0.12 -2.49
N 0.34 2.37 0.86
N 0.47 1.73 -0.38
N -0.08 -1.62 -1.15
N -0.61 -1.11 1.05
N -0.48 0.09 0.86
O 0.06 -1.96 0.24

=====

Which one sits at the bottom of the stability order? <2> does.

=====

<1>
20
Properties=species:S:1:pos:R:3 method="wB97M-V/def2-TZVPD" homo_lumo_gap_ha=0.354 smiles="C/C=N/[C@@H](C)O.OP" e_homo_ev=-8.9 lumo_energy_ev=0.7
C 1.29 -1.89 -0.64
C -0.30 2.46 -0.20
C 1.25 -0.86 0.49
C 0.65 1.40 0.21
N 0.34 0.18 0.12
O 2.54 -0.35 0.79
O -2.18 -0.50 -0.85
P -2.78 -0.60 0.66
H 1.90 -2.74 -0.36
H 1.70 -1.43 -1.53
H 0.28 -2.23 -0.85
H -0.42 3.17 0.62
H -1.27 2.05 -0.47
H 0.11 3.00 -1.06
H 0.82 -1.33 1.39
H 1.62 1.74 0.58
H 3.13 -1.10 0.91
H -1.22 -0.30 -0.78
H -3.95 -1.28 0.28
H -3.49 0.62 0.69

=====

<2>
20
Properties=species:S:1:pos:R:3 method="wB97M-V/def2-TZVPD" homo_lumo_gap_ha=0.374 smiles="CC(C)(N)[P@@](C)(=O)O" e_homo_ev=-9.6 lumo_energy_ev=0.6
C -0.96 -0.32 -1.08
C -0.75 1.90 0.08
C 1.92 -1.59 -0.10
C -0.32 0.41 0.09
N -0.54 -0.34 1.35
O 2.33 0.72 1.17
O 1.97 1.02 -1.35
P 1.53 0.27 -0.16
H -2.00 -0.01 -1.29
H -1.06 -1.45 -1.01
H -0.29 -0.07 -1.95
H 0.13 2.50 -0.12
H -1.56 1.99 -0.73
H -1.31 2.12 1.07
H 2.88 -1.75 0.21
H 1.20 -1.98 0.55
H 1.68 -2.07 -1.02
H -0.01 0.30 1.95
H -1.60 -0.38 1.53
H 2.34 0.44 2.03

=====

<3>
20
Properties=species:S:1:pos:R:3 method="wB97M-V/def2-TZVPD" homo_lumo_gap_ha=0.317 smiles="CP(O)O.C=CNC" e_homo_ev=-7.7 lumo_energy_ev=0.9
C -0.59 1.61 -1.91
C 0.58 -1.64 -3.10
C 0.27 -0.72 3.88
C -0.16 0.35 -1.87
N 0.12 -0.28 -3.05
O 0.55 1.75 2.60
O -1.36 0.20 2.26
P 0.29 0.13 2.23
H -0.87 2.09 -2.80
H -0.77 2.10 -0.93
H -1.81 0.81 1.68
H 0.16 -2.24 -2.21
H 0.16 -2.19 -3.93
H 1.72 -1.69 -3.19
H -0.47 -0.26 4.58
H -0.22 -1.67 3.88
H 1.18 -0.90 4.37
H -0.01 0.04 -0.89
H 1.19 2.25 2.24
H 0.04 0.26 -3.85

=====

Which one sits at the bottom of the stability order? <3> does.

=====

<1>
10
Properties=species:S:1:pos:R:3 method="wB97M-V/def2-TZVPD" homo_lumo_gap_ha="0.288 / 0.288" charge=-1 e_homo_ev="-4.1 / -4.1" lumo_energy_ev="3.8 / 3.8"
C 0.65 -2.40 0.37
C 0.29 0.26 0.32
N -0.24 -3.02 -0.03
N -0.66 1.00 0.29
N -1.73 1.58 0.40
O 3.04 -0.25 0.75
O 2.51 1.16 -1.20
S 2.21 0.87 0.22
H 1.40 -1.79 0.86
H -2.56 1.28 -0.27

=====

<2>
10
Properties=species:S:1:pos:R:3 method="wB97M-V/def2-TZVPD" homo_lumo_gap_ha=0.283 charge=-1 e_homo_ev=-4.0 lumo_energy_ev=3.7
C -1.56 0.58 0.98
C 0.32 0.21 -0.25
N -2.44 1.12 0.44
N 0.12 -0.09 -1.36
N -0.33 -0.01 -2.54
O 2.95 0.04 0.60
O 1.14 -0.47 2.27
S 1.74 -0.69 0.88
H -1.04 0.21 1.80
H -0.90 -0.91 -2.81

=====

Which one sits at the bottom of the stability order? <2> does.

=====

<1>
23
Properties=species:S:1:pos:R:3 method="wB97M-V/def2-TZVPD" homo_lumo_gap_ha=0.357 smiles=CN(C)CCCS.O e_homo_ev=-8.9 lumo_energy_ev=0.8
C 1.23 -0.10 0.99
C 1.69 -0.23 -0.49
S 1.88 1.47 -1.15
C -0.21 0.40 1.28
N -1.23 -0.53 0.76
C -2.51 0.18 0.54
C -1.37 -1.72 1.63
H 1.32 -1.13 1.37
H 1.94 0.48 1.57
H 0.96 -0.80 -1.03
H 2.68 -0.67 -0.44
H 0.65 1.82 -0.85
H -0.33 0.42 2.37
H -0.27 1.41 0.88
H -3.33 -0.49 0.77
H -2.47 0.46 -0.52
H -2.60 1.12 1.10
H -2.15 -1.50 2.37
H -0.49 -2.04 2.18
H -1.66 -2.52 0.94
H -0.04 -0.95 -2.53
H -1.06 -0.97 -1.38
O -0.93 -0.68 -2.29

=====

<2>
23
Properties=species:S:1:pos:R:3 method="wB97M-V/def2-TZVPD" homo_lumo_gap_ha=0.333 smiles=CNCCCCS.O e_homo_ev=-8.5 lumo_energy_ev=0.6
C 1.84 -0.29 0.27
C 0.76 -1.34 0.55
C -0.33 -1.51 -0.67
S -0.25 -2.92 -1.73
C 1.35 0.95 -0.40
N 0.83 2.04 0.69
C -0.58 1.74 1.10
H 2.29 -0.11 1.17
H 2.62 -0.69 -0.38
H 1.25 -2.30 0.65
H 0.13 -1.10 1.51
H -0.45 -0.48 -1.20
H -1.24 -1.61 -0.13
H 0.14 -2.29 -2.96
H 0.48 0.98 -1.06
H 2.27 1.27 -0.81
H 1.49 2.07 1.40
H -0.68 0.91 1.77
H -1.08 2.54 1.67
H -1.22 1.50 0.16
H -3.74 0.16 -1.15
H -2.97 0.07 0.25
O -2.92 0.40 -0.71

=====

Which one sits at the bottom of the stability order? <2> does.